(1)
{"formula": "C3H5N3O", "method": "ωB97M-V/def2-TZVPD", "species": ["O", "C", "C", "N", "N", "C", "N", "H", "H", "H", "H", "H"], "coordinates": [[-0.063, -1.586, 1.585], [0.764, -0.414, 1.777], [0.329, 0.052, 0.426], [-0.561, -0.994, 0.380], [-0.816, 0.161, -1.924], [-0.191, 1.165, -1.445], [0.574, 1.081, -0.288], [-0.658, -1.635, -0.401], [1.817, -0.659, 1.907], [0.403, 0.239, 2.572], [-1.381, 0.418, -2.726], [-0.218, 2.172, -1.863]], "forces_ev_per_a": [[0.066, -0.117, 0.331], [0.264, 0.232, 0.154], [-0.029, 0.207, 0.024], [-0.138, -0.195, -0.432], [0.023, 0.264, 0.071], [-0.209, -0.236, -0.172], [-0.045, -0.224, 0.144], [-0.018, 0.212, 0.038], [-0.040, -0.030, -0.019], [0.048, -0.144, 0.108], [0.096, 0.088, -0.139], [-0.017, -0.059, -0.106]], "lowdin_charge": [-0.08, -0.07, -0.35, 0.08, 0.09, -0.30, 0.10, 0.13, 0.13, 0.13, 0.04, 0.10], "smiles": "[H]/N=C/N=C1/CON1", "total_energy_ev": -9706.67630, "e_above_lowest_ev": 3.907, "orbital_gap_ev": 10.030, "charge": 0}



(2)
{"formula": "C3H5N3O", "method": "ωB97M-V/def2-TZVPD", "species": ["N", "C", "C", "O", "N", "C", "N", "H", "H", "H", "H", "H"], "coordinates": [[0.403, 1.762, -0.015], [0.529, 0.357, 0.013], [1.668, -0.369, -0.103], [1.415, -1.674, 0.051], [0.056, -1.855, 0.229], [-0.465, -0.656, 0.222], [-1.819, -0.447, 0.470], [-0.520, 2.062, -0.301], [0.590, 2.174, 0.892], [2.703, -0.093, -0.258], [-2.265, 0.137, -0.226], [-2.316, -1.327, 0.553]], "forces_ev_per_a": [[-0.106, 0.099, 0.065], [0.188, -0.267, 0.016], [-0.031, 0.122, 0.053], [0.210, -0.035, -0.063], [-0.255, 0.283, 0.015], [0.098, -0.104, 0.030], [-0.030, -0.096, -0.113], [0.054, -0.027, -0.018], [-0.007, -0.038, -0.081], [-0.208, -0.026, 0.011], [0.031, -0.012, 0.094], [0.056, 0.100, -0.007]], "lowdin_charge": [0.08, -0.27, -0.07, -0.05, 0.10, -0.37, 0.11, 0.07, 0.09, 0.13, 0.09, 0.09], "smiles": "Nc1conc1N", "total_energy_ev": -9708.38575, "e_above_lowest_ev": 2.198, "orbital_gap_ev": 9.811, "charge": 0}



(3)
{"formula": "C3H5N3O", "method": "ωB97M-V/def2-TZVPD", "species": ["O", "C", "C", "N", "N", "C", "N", "H", "H", "H", "H", "H"], "coordinates": [[0.285, 1.122, -2.731], [0.692, 0.843, -1.424], [-0.307, -0.008, -0.708], [-1.325, -0.571, -0.548], [-1.208, -1.408, 2.019], [-0.084, -0.851, 1.846], [0.640, -0.238, 0.989], [-0.570, 1.572, -2.697], [0.854, 1.737, -0.809], [1.633, 0.293, -1.475], [-1.388, -1.770, 2.948], [0.779, -0.720, 2.588]], "forces_ev_per_a": [[-0.201, 0.152, -0.052], [0.157, -0.074, 0.229], [-0.824, -0.398, 0.049], [0.926, 0.478, -0.120], [0.285, 0.105, 0.138], [-0.217, 0.079, -0.496], [-0.256, -0.269, 0.447], [0.149, -0.038, -0.100], [-0.045, -0.139, -0.099], [-0.124, 0.052, 0.041], [0.053, 0.009, -0.041], [0.097, 0.043, 0.005]], "lowdin_charge": [-0.03, -0.25, -0.26, 0.24, 0.11, -0.55, 0.17, 0.10, 0.12, 0.13, 0.05, 0.18], "total_energy_ev": -9704.78039, "e_above_lowest_ev": 5.803, "orbital_gap_ev": [7.826, 7.826], "charge": 0}



(4)
{"formula": "C3H5N3O", "method": "ωB97M-V/def2-TZVPD", "species": ["C", "C", "C", "H", "H", "H", "H", "H", "N", "N", "N", "O"], "coordinates": [[-1.310, -1.218, 0.095], [1.556, 0.817, 0.101], [0.185, 0.806, -0.160], [-2.353, -0.901, -0.546], [-1.091, -2.395, 0.073], [-1.585, -0.705, 1.372], [2.319, 1.674, 0.198], [-0.257, 2.533, -0.087], [-0.036, -0.597, -0.360], [2.121, -0.346, 0.010], [-0.835, 1.654, -0.314], [1.285, -1.322, -0.381]], "forces_ev_per_a": [[-1.109, -0.103, 1.871], [4.348, 0.908, 0.169], [-4.439, -1.925, -1.595], [3.515, -0.886, 1.488], [-0.929, 2.742, 0.306], [0.875, -1.913, -3.909], [-1.757, -1.320, 0.222], [-1.816, -0.746, -0.444], [-1.119, 0.602, -0.525], [0.855, 0.364, -0.602], [4.557, 0.026, 1.391], [-2.980, 2.252, 1.629]], "lowdin_charge": [-0.10, -0.10, -0.44, 0.13, 0.10, 0.17, 0.15, 0.06, -0.11, 0.05, 0.11, -0.02], "total_energy_ev": -9703.84159, "e_above_lowest_ev": 6.742, "orbital_gap_ev": 9.075, "charge": 0}



(5)
{"formula": "C3H5N3O", "method": "ωB97M-V/def2-TZVPD", "species": ["N", "C", "N", "C", "O", "C", "N", "H", "H", "H", "H", "H"], "coordinates": [[-1.902, -0.550, 0.607], [-0.612, -0.009, 0.842], [0.477, -0.755, 0.759], [1.226, -0.109, -0.170], [2.374, -0.648, -0.623], [0.625, 1.044, -0.614], [-0.486, 1.178, 0.207], [-1.880, -1.528, 0.877], [-1.792, -0.581, -0.418], [2.448, -1.509, -0.187], [0.861, 1.721, -1.415], [-1.311, 1.738, 0.049]], "forces_ev_per_a": [[-0.096, -0.264, 0.370], [-0.010, -0.034, -0.488], [-0.080, 0.092, -0.401], [0.097, 0.191, -0.061], [0.217, -0.031, 0.197], [0.495, 0.269, 0.141], [-0.078, -0.213, -0.270], [-0.188, 0.021, 0.311], [-0.915, -0.297, 0.248], [0.058, 0.099, -0.115], [0.264, 0.214, 0.288], [0.234, -0.046, -0.222]], "lowdin_charge": [0.09, -0.47, 0.15, -0.43, 0.06, -0.03, 0.07, 0.08, 0.10, 0.11, 0.11, 0.15], "smiles": "Nc1nc(O)c[nH]1", "total_energy_ev": -9708.61953, "e_above_lowest_ev": 1.964, "orbital_gap_ev": 8.774, "charge": 0}



(6)
{"formula": "C3H5N3O", "method": "ωB97M-V/def2-TZVPD", "species": ["C", "C", "C", "H", "H", "H", "H", "H", "N", "N", "N", "O"], "coordinates": [[0.536, -0.669, -0.088], [-0.762, -0.929, 0.243], [-0.391, 1.155, -0.282], [1.224, -2.404, 0.509], [2.439, -0.694, 0.661], [-1.449, -1.857, 0.359], [-2.360, 0.637, 0.278], [0.243, 2.863, -0.931], [1.710, -1.309, 0.169], [-1.341, 0.300, 0.074], [0.805, 0.522, -0.332], [-0.655, 2.384, -0.659]], "forces_ev_per_a": [[1.065, -4.432, 2.643], [-2.195, -3.118, 0.110], [1.968, -1.272, -0.313], [3.496, 4.082, -0.439], [-1.821, -2.012, -0.478], [1.793, 1.818, -0.014], [2.773, -1.274, -0.712], [-2.755, -1.760, 0.953], [-0.603, -6.509, 1.090], [-4.004, 2.700, 0.175], [-2.022, 8.878, -2.163], [2.306, 2.897, -0.853]], "lowdin_charge": [-0.62, -0.10, -0.47, 0.20, 0.12, 0.13, 0.22, 0.20, 0.03, 0.08, 0.15, 0.08], "smiles": "Nc1c[nH]c(O)n1", "total_energy_ev": -9707.17042, "e_above_lowest_ev": 3.413, "orbital_gap_ev": 7.883, "charge": 0}



(7)
{"formula": "C3H5N3O", "method": "ωB97M-V/def2-TZVPD", "species": ["C", "C", "C", "H", "H", "H", "H", "H", "N", "N", "N", "O"], "coordinates": [[0.227, -0.819, -0.050], [1.298, 0.044, 0.050], [0.715, 1.333, 0.021], [-2.592, -0.231, 0.910], [-2.711, 0.083, -0.693], [0.181, -1.913, -0.123], [2.637, -1.237, 0.183], [1.268, 2.279, -0.099], [-2.168, -0.476, -0.015], [-0.883, -0.028, -0.090], [-0.593, 1.253, -0.031], [2.620, -0.287, -0.064]], "forces_ev_per_a": [[-0.037, -0.474, 0.170], [-0.767, -0.085, -0.892], [1.748, 0.357, -0.281], [0.745, -0.294, -0.874], [0.337, -0.528, 0.321], [-0.117, 0.723, 0.077], [0.482, 0.869, -0.301], [-0.613, -0.547, 0.380], [-2.081, 0.376, 0.308], [1.131, -0.398, 0.470], [-0.571, 0.861, -0.078], [-0.257, -0.860, 0.699]], "lowdin_charge": [-0.01, -0.33, -0.10, 0.11, 0.10, 0.13, 0.12, 0.12, 0.07, -0.30, 0.07, 0.03], "smiles": "Nn1cc(O)cn1", "total_energy_ev": -9707.98339, "e_above_lowest_ev": 2.600, "orbital_gap_ev": 9.456, "charge": 0}



(8)
{"formula": "C3H5N3O9", "method": "ωB97M-V/def2-TZVPD", "species": ["C", "C", "C", "N", "N", "N", "O", "O", "O", "O", "O", "O", "O", "O", "O", "H", "H", "H", "H", "H"], "coordinates": [[-0.496, -0.509, 0.898], [-0.220, -0.139, -0.589], [1.321, 0.970, -0.556], [-1.173, 0.782, -1.279], [1.435, 1.682, -1.902], [2.470, -0.043, -0.591], [-1.314, 1.919, -0.881], [0.988, 1.147, -2.873], [2.471, -0.664, -1.631], [-1.772, 0.343, -2.244], [2.012, 2.749, -1.855], [3.157, -0.068, 0.389], [-1.816, -0.911, 1.203], [-0.003, -1.210, -1.394], [1.392, 1.792, 0.449], [0.207, -1.405, 1.126], [-0.160, 0.252, 1.561], [-2.327, -0.072, 1.263], [-0.685, -1.187, -2.175], [2.165, 2.338, 0.327]], "forces_ev_per_a": [[1.059, -1.873, -0.068], [2.853, 0.445, -0.205], [-2.257, -2.618, -0.958], [-1.552, 0.957, -0.556], [0.185, 0.374, 0.188], [-1.534, 0.863, -1.290], [0.400, -0.370, 0.597], [-0.332, 0.020, -0.400], [1.471, -0.539, 0.930], [0.218, -0.413, 0.233], [0.070, -0.029, 0.065], [0.789, -0.774, 0.154], [-0.060, 1.221, -0.599], [-1.859, 0.155, -0.621], [-0.856, 0.027, 0.966], [-1.229, 1.345, -0.688], [0.158, 0.991, 0.335], [0.177, -0.919, 0.080], [1.603, 0.333, 1.746], [0.696, 0.803, 0.088]], "lowdin_charge": [-0.16, -0.24, -0.26, -0.33, -0.32, -0.32, 0.13, 0.14, 0.12, 0.11, 0.12, 0.14, -0.02, 0.04, 0.13, 0.18, 0.11, 0.11, 0.18, 0.13], "smiles": "O=[N+]([O-])C(O)([N+](=O)[O-])[C@@](O)(CO)[N+](=O)[O-]", "total_energy_ev": -26079.22857, "e_above_lowest_ev": 2.132, "orbital_gap_ev": 9.817, "charge": 0}



(9)
{"formula": "C3H5N3S", "method": "ωB97M-V/def2-TZVPD", "species": ["C", "C", "C", "H", "H", "H", "H", "H", "N", "N", "N", "S"], "coordinates": [[1.669, -0.321, 0.004], [-0.118, -1.474, 0.194], [-0.555, -0.249, 0.153], [-0.280, 2.283, -0.853], [0.368, 2.268, 0.988], [2.529, 0.275, -0.394], [-0.843, -2.282, 0.116], [-2.604, -1.381, -0.249], [0.365, 1.925, -0.068], [0.518, 0.563, 0.251], [1.255, -1.527, -0.133], [-2.303, -0.081, -0.010]], "forces_ev_per_a": [[-1.388, 3.251, -1.506], [1.406, -3.576, -1.862], [-1.720, 0.135, 1.374], [1.085, -1.349, 2.206], [-0.859, 0.691, -3.810], [-0.389, -1.262, 0.854], [1.056, -0.464, 0.126], [0.536, 0.453, 0.053], [1.263, 1.426, 3.280], [-0.288, -0.191, -2.618], [-0.161, -0.611, 1.671], [-0.543, 1.496, 0.234]], "lowdin_charge": [-0.14, -0.23, -0.70, 0.13, 0.15, 0.13, 0.08, -0.11, 0.02, -0.18, 0.07, 0.79], "smiles": "Nn1cncc1S", "total_energy_ev": -18494.24515, "e_above_lowest_ev": 3.653, "orbital_gap_ev": 8.865, "charge": 0}



(10)
{"formula": "C3H5N3S", "method": "ωB97M-V/def2-TZVPD", "species": ["C", "C", "C", "H", "H", "H", "H", "H", "N", "N", "N", "S"], "coordinates": [[-0.240, -1.115, -0.288], [1.123, 0.208, 0.749], [0.122, 1.004, 0.111], [-2.499, -0.018, -0.595], [-1.738, -0.417, -1.890], [-0.736, -1.855, -0.948], [2.932, -0.189, 2.619], [0.229, 2.094, 0.065], [-1.878, 0.418, -1.150], [-0.692, 0.137, -0.518], [0.797, -1.172, 0.626], [2.578, 0.905, 1.218]], "forces_ev_per_a": [[1.001, -0.530, 1.708], [-3.858, -1.137, -1.376], [2.930, 0.074, 1.711], [-3.457, -1.296, 2.614], [-1.388, 2.825, 0.850], [0.572, -0.284, 1.321], [-0.849, 2.530, -3.085], [-0.928, -0.626, -0.279], [2.548, -1.683, -5.469], [2.330, 0.367, 1.392], [-1.145, 1.898, -3.269], [2.245, -2.138, 3.883]], "lowdin_charge": [-0.16, -0.85, -0.11, 0.03, 0.15, 0.13, 0.08, 0.12, 0.12, -0.25, 0.06, 0.67], "total_energy_ev": -18493.47786, "e_above_lowest_ev": 4.420, "orbital_gap_ev": 7.979, "charge": 0}



(11)
{"formula": "C3H5N3S", "method": "ωB97M-V/def2-TZVPD", "species": ["C", "C", "C", "N", "N", "N", "S", "H", "H", "H", "H", "H"], "coordinates": [[-0.989, 1.903, 0.863], [-0.634, -2.113, -0.008], [1.574, -0.884, -0.928], [-0.941, 3.091, 0.606], [-1.681, -1.762, 0.334], [-0.675, 0.725, 0.939], [0.944, -2.533, -0.388], [2.710, -1.118, -0.891], [1.336, -0.265, -0.162], [1.286, -0.813, -1.902], [-1.638, 3.607, 0.013], [-1.292, 0.163, 1.525]], "forces_ev_per_a": [[0.926, 0.606, -1.415], [-0.672, 0.328, 0.365], [3.674, -4.304, 0.921], [-1.470, 1.309, -0.122], [0.184, -0.564, -0.295], [-0.812, -0.181, 0.847], [0.283, -0.238, -0.096], [-1.734, 0.677, -0.172], [-0.925, 2.516, 1.553], [-0.963, 1.176, -2.366], [1.123, -1.144, 0.856], [0.386, -0.179, -0.074]], "lowdin_charge": [-0.38, -0.68, -0.31, 0.13, 0.08, 0.13, 0.85, 0.08, -0.03, 0.00, 0.10, 0.06], "smiles": "CSC#N.N=C=N", "total_energy_ev": -18495.71043, "e_above_lowest_ev": 2.187, "orbital_gap_ev": 10.224, "charge": 0}



(12)
{"formula": "C3H5N3S2", "method": "ωB97M-V/def2-TZVPD", "species": ["C", "C", "C", "N", "N", "N", "S", "S", "H", "H", "H", "H", "H"], "coordinates": [[-0.112, -1.977, 0.057], [0.737, -1.036, 0.277], [-1.651, 0.224, -0.188], [-0.461, 0.596, -0.513], [1.960, -0.571, 0.352], [0.082, 1.769, -0.242], [-2.859, 1.123, 0.387], [-1.740, -1.542, -0.201], [-0.089, -3.069, 0.206], [2.123, 0.108, 1.089], [2.215, -0.276, -0.589], [-0.304, 2.250, 0.569], [0.100, 2.400, -1.204]], "forces_ev_per_a": [[-1.053, -1.210, 0.384], [-0.465, 1.951, -0.879], [0.271, -0.775, 0.737], [2.578, -3.414, 0.001], [0.098, 0.050, -0.464], [1.266, 3.625, -2.969], [-1.639, 0.934, 0.367], [-2.097, -0.529, -0.544], [0.858, 0.609, -0.025], [0.128, 0.047, -0.258], [0.720, 0.237, 0.448], [-0.507, 0.222, -0.361], [-0.158, -1.748, 3.563]], "lowdin_charge": [-0.41, -0.20, -1.27, -0.25, 0.12, -0.04, 0.58, 0.92, 0.09, 0.11, 0.13, 0.06, 0.17], "total_energy_ev": -29328.74680, "e_above_lowest_ev": 3.959, "orbital_gap_ev": 8.019, "charge": 0}



Repeat the second record exactly.
{"formula": "C3H5N3O", "method": "ωB97M-V/def2-TZVPD", "species": ["N", "C", "C", "O", "N", "C", "N", "H", "H", "H", "H", "H"], "coordinates": [[0.403, 1.762, -0.015], [0.529, 0.357, 0.013], [1.668, -0.369, -0.103], [1.415, -1.674, 0.051], [0.056, -1.855, 0.229], [-0.465, -0.656, 0.222], [-1.819, -0.447, 0.470], [-0.520, 2.062, -0.301], [0.590, 2.174, 0.892], [2.703, -0.093, -0.258], [-2.265, 0.137, -0.226], [-2.316, -1.327, 0.553]], "forces_ev_per_a": [[-0.106, 0.099, 0.065], [0.188, -0.267, 0.016], [-0.031, 0.122, 0.053], [0.210, -0.035, -0.063], [-0.255, 0.283, 0.015], [0.098, -0.104, 0.030], [-0.030, -0.096, -0.113], [0.054, -0.027, -0.018], [-0.007, -0.038, -0.081], [-0.208, -0.026, 0.011], [0.031, -0.012, 0.094], [0.056, 0.100, -0.007]], "lowdin_charge": [0.08, -0.27, -0.07, -0.05, 0.10, -0.37, 0.11, 0.07, 0.09, 0.13, 0.09, 0.09], "smiles": "Nc1conc1N", "total_energy_ev": -9708.38575, "e_above_lowest_ev": 2.198, "orbital_gap_ev": 9.811, "charge": 0}